Record 1
C20H26N2O3S | the ωB97M-V functional and the def2-TZVPD basis

The geometry in ORCA input format:
```
! wB97M-V def2-TZVPD RIJCOSX def2/J DEFGRID3
* xyz 0 1
C 1.222 -1.715 -1.777
H 4.360 1.153 3.628
C 1.289 0.681 2.694
H 0.411 -0.386 4.302
H -1.823 -0.839 3.376
H -3.736 -0.853 1.957
C -0.053 1.106 0.813
C 3.427 1.544 2.867
C 0.599 1.953 -1.348
H -1.028 2.923 -2.596
H 3.135 -1.229 -1.016
C -1.381 -1.734 -3.521
O 1.606 2.315 -0.998
H 0.636 0.167 -3.413
O 2.315 0.684 3.416
H -2.136 -2.719 -1.756
H -0.968 -3.446 -3.009
C 3.174 3.136 3.111
H 1.862 1.809 0.832
H 3.054 3.369 4.328
C 1.282 1.183 1.327
H -4.777 0.122 -0.207
H -0.571 1.276 -4.641
S -1.649 0.159 -3.085
C -0.428 1.185 -3.442
H -2.219 -1.738 -4.061
H 0.130 -2.658 1.814
H 1.285 -1.674 -2.692
C -3.026 -0.872 0.862
H 2.402 3.328 2.537
C -0.873 -0.303 2.722
O -2.224 0.073 0.824
C 2.173 -1.450 -0.812
C 0.585 -2.441 0.766
C 1.678 -1.845 0.559
H 0.581 2.954 -3.134
N -0.442 -2.685 -0.133
C -4.319 -0.951 -0.047
H 2.229 -1.473 1.427
H -2.630 -1.726 1.049
C -1.131 -2.493 -2.411
H -4.931 -1.626 0.120
H -3.657 -1.103 -1.078
H -1.325 1.213 -0.956
C -0.119 -2.224 -1.478
H -0.330 -1.411 -4.123
C -1.133 0.521 1.448
C -0.243 2.303 -2.625
C 0.325 -0.072 3.412
H 3.704 1.405 1.762
N -0.432 1.539 -0.407
H 4.126 3.563 2.816
*
```

HOMO energy: -6.93 eV


Record 2
C20H26N3O | the ωB97M-V functional and the def2-TZVPD basis

The geometry in ORCA input format:
```
! wB97M-V def2-TZVPD RIJCOSX def2/J DEFGRID3
* xyz 1 1
H -5.129 -0.972 0.259
H 4.443 -1.003 -1.046
H 1.183 -0.862 2.714
H 1.597 5.485 -1.864
C -2.179 -2.679 0.301
H 0.731 4.713 -0.496
H 1.752 2.272 1.056
H 2.912 2.485 -2.786
C 1.918 -0.872 1.904
N -0.897 -2.144 0.268
C 0.158 0.073 0.400
H -1.870 -4.757 0.792
H 2.907 4.274 -2.951
H 5.175 -1.639 1.269
H 0.771 1.441 -2.167
H -0.421 2.610 -1.211
C 2.436 -0.512 -0.445
C 3.223 -1.296 2.128
H -0.157 5.085 -1.997
C -3.059 -1.617 0.188
H 0.713 -2.948 1.355
C 0.817 4.771 -1.590
H 3.516 -1.607 3.135
N -2.288 -0.457 0.099
C -2.832 0.866 -0.081
H -3.866 0.744 -0.421
H -5.920 -3.261 1.038
C -4.871 -3.071 0.804
C 2.305 3.364 -3.041
C -3.965 -4.142 0.934
C 0.804 2.090 1.591
C 1.522 -0.451 0.619
C 4.147 -1.318 1.077
H 1.010 -2.698 -0.374
C 3.739 -0.953 -0.211
H 0.280 3.024 1.804
H -4.335 -5.117 1.255
H 2.102 -0.206 -1.438
N 1.197 3.459 -2.099
C 0.490 2.411 -1.769
H 0.972 1.507 2.513
H 1.950 3.257 -4.078
C -0.941 -0.777 0.165
C 0.259 -2.988 0.362
C -4.433 -1.798 0.402
H -2.233 1.396 -0.830
H -2.837 1.440 0.857
H -0.093 -4.004 0.176
C -2.599 -3.956 0.673
O -0.110 1.338 0.755
*
```

HOMO energy: -8.56 eV


Record 3
C20H26N3O6PPt | the ωB97M-V functional and the def2-TZVPD basis

The geometry in ORCA input format:
```
! wB97M-V def2-TZVPD RIJCOSX def2/J DEFGRID3
* xyz 0 3
H -0.672 1.142 0.833
H 1.331 1.344 -3.492
H 1.473 -2.936 0.564
N 0.734 -3.855 5.510
C -0.228 -2.888 -1.368
C -0.869 2.535 -1.752
H -0.028 -3.093 3.041
Pt 0.000 0.000 0.000
H 0.561 -1.012 -3.051
C 1.375 -1.398 -2.421
N 0.818 -1.834 -1.117
C -1.385 -1.486 3.504
H -3.362 0.253 -5.044
H 1.670 4.177 -0.738
H -0.195 -3.583 -0.514
O -2.934 0.746 6.662
H 1.168 -0.018 1.163
H 2.444 -3.174 -0.915
H -0.782 3.368 -2.472
C -1.691 -2.417 -1.545
H 1.808 3.035 -3.119
P 0.790 1.910 -1.180
H 0.100 -3.459 -2.259
H 2.116 -0.606 -2.244
H 2.826 1.666 -2.549
H 0.840 3.453 0.692
C -1.566 1.314 -2.324
C -0.495 -2.522 3.832
O -1.907 -0.349 8.069
O -2.353 -0.020 1.870
C 1.791 1.999 -2.736
C -2.274 1.377 -3.538
H 2.485 2.913 0.256
H 2.619 -1.644 0.031
H -3.008 -1.941 -3.902
C -1.909 -1.087 -2.234
H 1.866 -2.251 -2.933
N -2.205 -0.162 6.927
C -1.654 -0.979 5.889
H -1.385 2.909 -0.847
C -1.963 -0.729 4.541
H -0.514 -2.220 7.230
C 1.519 3.254 -0.152
C -1.389 0.084 -1.633
C -0.766 -2.025 6.195
C -1.621 -1.088 2.093
C -2.809 0.208 -4.099
C 1.912 -2.428 -0.308
O -0.724 -1.444 1.192
O 1.238 -4.512 4.650
H -2.625 0.093 4.301
H -2.217 -3.221 -2.090
C -2.612 -1.020 -3.454
O 1.015 -4.078 6.650
H -2.398 2.337 -4.054
H -2.146 -2.359 -0.545
C -0.182 -2.808 5.179
*
```

<S²>: 2.035
HOMO energy (spin up / spin down): -4.09 / -8.38 eV


Record 4
C20H26N4O2 | the ωB97M-V functional and the def2-TZVPD basis

The geometry in ORCA input format:
```
! wB97M-V def2-TZVPD RIJCOSX def2/J DEFGRID3
* xyz 0 1
H 2.691 -1.128 -0.306
O 4.195 2.905 0.138
C 3.325 2.109 -0.154
C 5.364 -0.760 -0.876
H -0.125 1.923 -0.175
H 4.727 -0.801 -1.758
H -4.836 0.047 2.858
H 6.348 -0.419 -1.195
H 5.047 0.034 2.356
H 3.759 -0.967 1.687
N -3.846 -0.659 -1.403
H 2.149 -0.009 -1.560
H 0.824 2.213 1.267
H 5.537 -2.581 1.959
C 2.401 -0.094 -0.498
H 1.801 2.323 -1.619
C 5.724 -1.750 1.280
H 6.288 -2.724 -0.598
H 5.457 1.079 0.291
C -4.791 -0.112 -0.570
C -6.334 0.820 1.518
C -2.930 -1.146 -0.617
C -6.742 0.992 0.194
H 4.554 -2.683 -0.273
H 0.003 -0.637 -2.986
H 1.529 0.096 1.426
C -4.386 -0.283 0.777
H -6.960 1.196 2.313
N -3.193 -0.952 0.709
C 0.861 1.775 0.268
H 1.825 3.599 -0.400
C 5.484 -2.119 -0.182
H 6.754 -1.418 1.413
H -7.677 1.498 -0.001
O -0.383 -1.295 1.189
C 1.919 2.523 -0.550
N 3.515 0.769 -0.180
C 4.764 -0.585 1.506
C 0.015 -0.659 0.222
C -5.152 0.181 1.834
C -0.417 -0.028 -2.179
H -1.422 -2.629 -0.402
C 1.206 0.277 0.395
H -1.406 0.320 -2.489
H -6.300 0.665 -1.887
C -5.986 0.534 -0.864
C -1.661 -1.789 -1.060
N -0.561 -0.827 -0.986
H 0.218 0.833 -2.015
C 4.801 0.210 0.186
H -1.758 -2.130 -2.090
H -2.561 -1.202 1.455
*
```

SMILES: CN(Cc1nc2ccccc2[nH]1)C(=O)[C@@H]1CCC(=O)N(C2CCCC2)C1
HOMO energy: -8.53 eV


Let's list strongest force on any atom in order: 14.674; 3.893; 6.345; 0.791 eV Å⁻¹.